(1)
C4H10N4 as an isolated structure in a non-equilibrium geometry. Source: OMol25; level of theory: ωB97M-V with the def2-TZVPD basis set.

Structure (XYZ):
```
18
Properties=species:S:1:pos:R:3:forces:R:3
N -1.6121 -0.3120 -2.3689 1.3 1.7 2.0
N 2.3516 -0.1054 1.3758 -1.8 2.6 1.8
N -0.0458 -0.1138 1.6620 -1.6 5.9 5.9
N -0.6447 0.1026 0.3592 0.5 0.6 7.9
C -0.3102 -0.3602 -1.5343 -0.8 1.7 -1.7
C -0.6239 -1.1120 -0.2415 -0.8 -6.0 -3.2
C -0.0047 0.8850 -0.5281 -1.0 3.7 -6.9
C 1.3167 0.3592 2.0829 1.6 -5.0 -4.6
H -2.3039 -0.4273 -1.5406 0.7 1.1 -2.5
H -1.6079 0.6690 -2.8520 -0.7 -2.3 1.5
H 0.0887 -1.9634 0.1640 -1.1 2.1 -0.8
H -0.5105 1.8948 -1.0045 0.0 -2.1 1.6
H 0.9783 1.3227 -0.5016 1.0 -1.2 0.9
H 1.5487 0.4518 3.1109 -1.0 1.1 1.3
H 0.5361 -0.4449 -2.1827 0.4 -1.1 -0.3
H -1.6806 -1.6474 -0.3922 2.0 0.9 0.7
H -0.6625 0.6333 2.4530 1.7 -3.1 -2.9
H 3.1866 0.1679 1.9386 -0.5 -0.5 -0.6
```
Forces are in eV/Å.

Calculated values
**Total energy**: -10264.1325 eV
**Frontier orbital gap**: 9.424 eV

---

(2)
A 3-piece molecular cluster, C19H49BBrN3O12P3S overall in a non-equilibrium geometry. Source: OMol25; level of theory: ωB97M-V with the def2-TZVPD basis set.

Structure (XYZ):
```
89
Properties=species:S:1:pos:R:3:forces:R:3
Br 6.4967 4.0544 -2.2759 -0.8 -0.3 -0.1
S -0.8100 0.3990 1.2384 -0.1 -0.2 0.1
P -5.3761 -2.6011 1.7799 0.0 0.3 -1.3
P 4.4001 4.4650 -1.3817 -0.1 1.7 2.3
P -5.7886 -7.0923 4.8648 -0.4 1.4 -0.1
O -6.1578 -5.6910 5.2319 0.8 -2.2 -0.2
O 1.7481 2.9675 -3.8944 1.8 -1.3 1.1
O 4.0470 3.1447 -0.2595 1.3 1.0 -0.5
O -5.5276 -2.2654 0.3311 0.1 -0.2 2.3
O 5.0913 7.2687 -2.9860 -2.0 -0.1 1.5
O -6.8626 -8.2146 5.2935 0.8 0.4 -1.4
O 1.8117 4.4863 -2.1583 2.6 0.8 0.4
O -5.5908 -7.3575 3.2885 -1.3 -0.6 1.6
O -3.9827 -3.3041 2.1777 -2.0 -0.7 0.0
O -4.4124 -7.6208 5.5174 -0.8 1.0 0.1
O -6.4804 -3.6200 2.3623 1.7 0.0 0.0
O -5.4666 -1.3385 2.7784 -0.1 -0.4 -1.4
N -0.0954 4.3902 -3.7653 -1.4 0.4 -0.7
N 8.1280 1.4590 -0.8005 0.2 -0.9 1.4
N 2.5739 7.2446 -1.0026 0.6 0.8 0.0
C 7.2572 0.2454 -1.1066 0.3 -0.8 0.0
C -5.3031 -1.5495 4.1660 0.2 -0.1 0.8
C -2.8003 -2.5460 2.0260 0.8 0.7 -0.1
C 3.2190 5.6983 -3.9551 0.2 0.5 -0.7
C 0.4609 1.3662 -1.2520 -1.4 -0.4 0.8
C 3.1560 4.5240 -2.8261 -2.1 -3.4 0.3
C 3.6608 7.1850 -3.4334 -0.7 0.5 -0.5
C -0.1853 2.6579 -2.0201 0.1 -1.3 2.2
C -7.2418 -8.2515 6.6535 -0.3 0.1 0.7
C -3.9615 -8.9228 5.2043 0.3 -0.6 -0.2
C 3.1339 2.9246 -3.3167 -3.0 0.9 -2.9
C -7.8359 -3.2679 2.1801 -0.7 0.1 -0.2
C 6.8540 0.1652 -2.6942 -0.4 0.4 0.9
C 5.2978 0.7513 -2.8734 1.4 -0.7 -1.0
C -4.5227 -6.6961 2.6423 0.8 0.4 -0.4
C 5.2521 1.4580 -4.3457 0.2 0.3 -0.6
C 2.6133 7.8870 -2.3689 0.8 1.8 -0.3
C 4.0094 2.4797 -4.6180 0.1 -1.0 -0.6
C -0.8349 0.5088 -0.6318 0.4 -0.3 -1.9
B 0.8737 3.5855 -2.8642 -0.5 0.6 -2.2
H 6.3004 0.2909 -0.4348 1.7 -0.2 -1.4
H -8.1506 -3.5161 1.1639 0.0 0.1 0.1
H -4.6908 -9.4843 4.6139 0.1 0.1 0.1
H -4.0934 -5.9066 3.2654 -0.1 0.0 -0.2
H -2.9691 -1.6369 1.4422 0.1 -0.2 0.1
H 3.5126 7.3605 -0.5162 -1.6 -0.1 -0.9
H -0.9538 -0.5494 -1.1714 0.4 2.1 1.4
H -2.0449 -3.1579 1.5279 -0.2 0.1 0.0
H 3.9196 5.4537 -4.8882 -1.3 0.3 2.3
H 9.1057 1.1420 -0.5275 -1.8 0.5 -0.4
H 6.9345 -0.9548 -3.0314 -0.1 2.2 0.4
H 5.1294 7.2326 -1.9723 -0.3 -0.2 -2.2
H 3.2598 1.9080 -5.3509 1.4 1.4 1.9
H 5.1238 1.4695 -1.9655 0.0 -1.3 -2.0
H -6.1535 -1.1091 4.6906 0.1 0.0 -0.1
H 7.6125 0.8591 -3.2961 -1.6 -1.6 1.3
H -0.6543 3.3592 -1.1780 0.8 -1.5 -1.5
H -0.5915 3.6197 -4.3066 0.5 1.7 0.8
H -1.1110 2.2825 -2.6555 2.0 0.7 1.1
H 4.5692 3.3287 0.5990 -1.2 0.0 -2.3
H 1.1131 1.6812 -0.3328 -1.1 -0.5 -1.9
H -3.7471 -7.4316 2.4113 0.0 0.1 0.0
H -6.3741 -8.1152 7.3060 -0.1 0.0 0.0
H -3.7688 -9.4608 6.1347 0.0 0.1 -0.1
H 1.5397 8.0446 -2.8614 2.3 -0.9 1.2
H 0.3292 -0.2603 1.7250 -0.8 0.5 -1.3
H 1.8724 7.7071 -0.3827 0.8 -0.5 -0.9
H -4.8848 -6.2601 1.7086 0.0 0.0 0.2
H 2.1312 5.8252 -4.4309 2.2 -0.6 1.4
H -8.4408 -3.8375 2.8905 0.3 0.0 0.0
H 4.4383 3.3746 -5.2650 -1.1 -1.6 1.7
H -0.8025 4.8991 -3.1859 0.5 -0.8 -0.8
H 4.5472 -0.1690 -2.8763 1.4 2.1 0.3
H -7.9825 -7.4739 6.8537 0.1 0.0 0.0
H -5.2401 -2.6112 4.4203 -0.1 0.1 0.0
H -4.3865 -1.0507 4.4905 -0.1 0.0 0.0
H 7.7332 1.9612 0.0386 0.7 -0.7 -1.3
H 7.8528 -0.7243 -0.8079 -1.2 1.7 -0.5
H -7.9922 -2.2012 2.3675 0.0 -0.1 -0.1
H -7.6842 -9.2287 6.8638 0.1 0.1 -0.2
H 3.6277 7.8872 -4.4000 0.0 -1.5 2.1
H -1.8285 1.1008 -0.9273 2.1 -1.2 1.2
H 1.0686 0.6289 -1.9270 -1.1 1.6 1.0
H 3.0265 8.9950 -2.2026 -0.7 -2.0 -0.8
H 5.2054 0.6243 -5.1961 0.2 1.6 1.9
H -2.4336 -2.2712 3.0189 0.0 0.0 -0.1
H -3.0299 -8.8442 4.6382 -0.1 0.0 0.1
H 2.9570 2.1799 -2.4230 1.5 1.5 -1.4
H 6.2503 2.0621 -4.5629 -2.0 -1.4 0.8
```
Forces are in eV/Å.

Calculated values
**Charge**: -1
**Total energy**: -158960.0941 eV
**Frontier orbital gap**: 5.893 eV

---

(3)
One molecule with the formula C3H4Si in a non-equilibrium geometry. Source: OMol25; level of theory: ωB97M-V with the def2-TZVPD basis set.

Structure (XYZ):
```
8
Properties=species:S:1:pos:R:3:forces:R:3
Si 1.2543 -0.9458 -1.2620 0.0 -0.1 0.4
C 0.0873 0.3952 -0.6654 1.4 1.3 -0.3
C -0.0156 0.4663 0.8382 -2.9 -1.2 0.3
C -1.1414 0.2717 0.1942 2.8 0.5 0.7
H -2.0399 -0.1888 -0.0337 -1.7 -0.4 0.3
H 0.2600 1.4193 -1.0102 -0.1 -0.3 -0.9
H 0.4088 0.1613 1.7734 0.4 0.4 0.2
H 1.1866 -1.5793 0.1654 0.0 -0.2 -0.6
```
Forces are in eV/Å.

Calculated values
**Total energy**: -11047.8962 eV
**Frontier orbital gap**: 7.374 eV

---

(4)
C31H26N6O7S2Ti as an isolated structure. Source: OMol25; level of theory: ωB97M-V with the def2-TZVPD basis set.

Structure (XYZ):
```
73
Properties=species:S:1:pos:R:3:forces:R:3
Ti -1.0394 0.2376 -1.0440 -0.4 0.8 0.4
S -1.5888 2.1583 -2.9399 -0.3 -0.1 -0.2
S -3.6153 -0.1171 -0.8477 0.0 0.1 -0.1
O -1.7774 0.6457 -3.0264 0.2 0.0 0.1
O 1.2559 -0.9065 -4.6534 0.0 -0.1 -0.1
O -0.8338 2.2050 -1.6074 0.1 -0.1 0.2
O -2.8512 2.8495 -2.8501 0.0 0.0 0.1
O -0.7336 2.6347 -4.0161 0.0 -0.1 0.0
O -2.8284 -3.5995 0.5057 0.0 -0.1 0.0
O 0.5594 -0.0059 0.1232 0.3 0.0 -0.1
N -1.6057 -1.7146 0.6845 0.0 -0.1 -0.2
N -0.8471 -1.8303 -1.8935 0.1 -0.1 0.0
N -1.7335 1.3404 0.8501 0.2 -0.3 -0.3
N 0.8860 0.1075 -2.6801 -0.1 -0.1 0.0
N -3.0200 1.8257 0.9446 -0.2 0.2 0.1
N -5.1814 1.7219 0.2613 -0.1 0.0 -0.1
C 4.2148 1.4076 -2.6997 0.0 0.0 0.0
C -0.0616 -1.0460 5.4599 0.0 0.0 0.0
C 0.6361 -0.8510 -3.4575 0.1 0.1 0.1
C -0.4447 -3.0582 -3.9013 -0.1 -0.1 0.2
C 2.2169 0.1788 -4.6122 0.0 0.1 0.0
C 2.8532 1.6053 -2.5111 0.0 0.0 0.0
C -1.9652 -2.7023 -0.0118 0.0 0.1 0.1
C -2.1872 -1.1699 4.3428 0.0 0.0 0.0
C 5.1378 1.9875 -1.8335 0.0 0.0 0.0
C -0.9582 1.8172 1.7530 0.0 0.0 0.1
C 0.5743 -1.3790 4.2728 0.0 0.0 0.0
C 2.4225 2.4047 -1.4510 0.0 0.0 0.0
C -1.2074 -4.1063 -3.4091 0.0 -0.1 -0.1
C -1.4471 -0.9441 5.4939 0.0 0.0 0.0
C -3.8874 1.2357 0.1833 0.2 0.0 0.1
C 1.7810 1.0273 -3.4062 0.0 0.0 0.0
C 2.4339 1.8487 3.2978 0.0 0.0 0.0
C -1.5113 -2.8775 -1.3957 0.1 0.0 -0.2
C 2.4799 0.3227 1.4299 0.1 -0.1 -0.1
C 1.1128 2.1260 3.0083 0.0 0.1 0.1
C 0.4448 1.5203 1.9409 0.0 -0.1 -0.1
C -0.1686 -1.6189 3.1246 0.0 0.0 0.0
C 4.7030 2.7639 -0.7719 0.0 0.0 0.0
C 3.3410 2.9707 -0.5843 0.0 0.0 0.0
C -1.7245 -4.0379 -2.1233 0.1 0.1 -0.1
C -2.3802 -1.7529 1.9176 -0.1 0.0 0.0
C -3.0576 -3.1435 1.8628 0.0 0.0 0.0
C 3.1123 0.9302 2.4912 0.0 0.0 0.0
C 1.1316 0.5989 1.1125 0.0 0.1 0.1
C -1.5535 -1.5127 3.1519 0.0 0.0 0.0
C -0.2660 -1.9503 -3.0886 -0.1 -0.1 -0.1
H -3.2661 -1.0537 4.3608 0.0 0.0 0.0
H 0.5602 2.8255 3.6287 0.0 0.0 0.0
H 5.4198 3.2055 -0.0898 0.0 0.0 0.0
H 4.1525 0.7008 2.6951 0.0 0.0 0.0
H -5.6824 1.5959 -0.6045 0.0 0.0 0.0
H -2.5926 -3.8546 2.5468 0.0 0.0 0.0
H 3.2022 -0.2712 -4.4906 0.0 0.0 0.0
H -4.1313 -3.1080 2.0283 0.0 0.0 0.0
H 2.1621 0.7141 -5.5560 0.0 0.0 0.0
H -1.3787 -4.9858 -4.0167 0.0 0.0 0.0
H -3.1307 -0.9603 1.8266 0.0 0.0 0.0
H -1.4087 2.5113 2.4625 0.0 0.0 0.0
H 3.0076 -0.3724 0.7866 0.0 0.0 0.0
H 0.5208 -0.8442 6.3504 0.0 0.0 0.0
H 1.3572 2.5628 -1.3206 0.0 0.0 0.0
H 2.9325 2.3273 4.1305 0.0 0.0 0.0
H 0.3271 -1.8432 2.1878 0.0 0.0 0.0
H -1.9499 -0.6684 6.4128 0.0 0.0 0.0
H -5.2079 2.6723 0.6023 0.0 0.0 0.0
H 1.1342 1.8426 -3.7421 0.0 0.0 0.0
H -2.2885 -4.8443 -1.6786 0.0 0.0 0.0
H 6.1976 1.8266 -1.9926 0.0 0.0 0.0
H 0.0153 -3.0770 -4.8777 0.0 0.0 0.0
H 4.5810 0.8070 -3.5225 0.0 0.0 0.0
H 1.6553 -1.4195 4.2241 0.0 0.0 0.0
H 2.9900 3.5638 0.2519 0.0 0.0 0.0
```
Forces are in eV/Å.

Calculated values
**⟨S²⟩**: 0.75
**Charge**: -1
**Total energy**: -100635.0461 eV
**Frontier orbital gap (alpha / beta)**: 6.274 / 6.237 eV
**2S+1**: 2